Record 1
{"formula": "C8H10O", "method": "the ωB97M-V functional and the def2-TZVPD basis", "symbols": ["O", "C", "C", "C", "C", "C", "C", "C", "C", "H", "H", "H", "H", "H", "H", "H", "H", "H", "H"], "coordinates": [[0.830, 2.007, -1.787], [-0.538, 1.600, 0.099], [0.674, 1.365, -0.786], [1.778, 0.284, -0.378], [1.429, -1.169, -0.324], [-1.959, -0.613, 0.921], [-0.940, -0.846, -0.186], [-0.825, 0.317, 0.763], [0.245, -1.738, -0.240], [-0.184, 2.392, 0.790], [-2.928, -0.357, 0.518], [-1.433, -0.581, -1.152], [-1.293, 2.044, -0.590], [-1.980, -1.163, 1.877], [2.163, 0.633, 0.590], [-0.106, 0.046, 1.527], [0.185, -2.797, -0.212], [2.304, -1.834, -0.285], [2.577, 0.411, -1.144]], "forces_ev_per_angstrom": [[0.1889, 0.1731, -0.3224], [0.3237, 1.6039, -0.3144], [0.7742, -0.9929, -0.0715], [-0.4477, 1.3361, -0.8107], [1.1890, -0.6153, 0.3790], [-0.7383, -0.4279, 0.2192], [-0.8631, -0.1326, -0.0749], [0.4989, -0.7323, -0.1504], [-0.6399, 0.7880, 0.0233], [-0.5242, -0.1821, -0.0894], [-0.1612, 0.0571, 0.2223], [0.6833, -0.2518, 0.6437], [0.2219, -0.4628, 0.7491], [0.0206, 0.1263, -0.7698], [0.1327, -0.1934, -0.0548], [0.2853, 0.3697, 0.0319], [-0.2430, -0.8562, 0.0007], [-0.2402, 0.3138, -0.2409], [-0.4606, 0.0792, 0.6300]], "e_lumo_ev": 0.95, "smiles": "O=C1CC=C[C@H]2C[C@@H]2C1", "gap_ev": 10.296}

Record 2
{"formula": "C3HFN4O4", "method": "the ωB97M-V functional and the def2-TZVPD basis", "symbols": ["F", "O", "O", "O", "O", "N", "N", "N", "N", "C", "C", "C", "H"], "coordinates": [[-1.772, -0.070, 2.990], [1.938, 0.078, -2.676], [1.553, 2.007, -1.797], [0.351, -2.183, -1.191], [-1.054, -2.424, 1.071], [-1.025, -0.216, 1.596], [1.420, 0.832, -1.899], [-0.906, -1.232, 0.936], [0.171, 1.157, 0.093], [-0.625, 1.021, 1.071], [0.527, 0.241, -0.833], [0.301, -1.059, -0.948], [-0.878, 1.847, 1.587]], "forces_ev_per_angstrom": [[1.1344, -0.3025, -1.9110], [0.2229, -0.5571, -0.7360], [0.5613, 1.3052, -0.6723], [-0.3768, 0.6309, -0.1160], [-0.6376, 1.3000, 0.8176], [-1.8907, 0.3774, 1.9795], [-0.8723, -0.7082, 1.5304], [0.7870, -2.3549, -0.9482], [-1.5271, -0.3104, -0.1350], [2.1152, -1.2671, -1.6340], [0.7422, 1.4753, 0.0297], [0.7835, -1.9231, -0.3537], [-1.0420, 2.3346, 2.1492]], "e_lumo_ev": -1.79, "smiles": "O=C=C(/N=C\\N(F)N=O)[N+](=O)[O-]", "gap_ev": 8.298}

Record 3
{"formula": "C29H35N5O2V", "method": "the ωB97M-V functional and the def2-TZVPD basis", "symbols": ["V", "O", "O", "N", "N", "N", "N", "N", "C", "C", "C", "C", "C", "C", "C", "C", "C", "C", "C", "C", "C", "C", "C", "C", "C", "C", "C", "C", "C", "C", "C", "C", "C", "C", "C", "C", "C", "H", "H", "H", "H", "H", "H", "H", "H", "H", "H", "H", "H", "H", "H", "H", "H", "H", "H", "H", "H", "H", "H", "H", "H", "H", "H", "H", "H", "H", "H", "H", "H", "H", "H", "H"], "coordinates": [[0.731, -0.415, -0.882], [-1.924, 0.783, -2.274], [-2.373, -2.801, 0.216], [1.114, -2.247, -1.736], [-0.885, -0.685, 0.345], [4.205, 3.328, -4.060], [0.746, 1.427, -1.720], [-0.584, 0.624, 0.427], [3.059, -2.802, 1.441], [3.828, 3.360, -2.691], [1.761, 1.896, -2.712], [3.726, -1.940, 2.314], [2.349, 3.302, -2.471], [-2.439, 1.113, -1.169], [-3.541, 2.541, 1.039], [-1.625, 1.471, 0.016], [2.613, -0.061, 1.331], [-4.364, 1.694, 0.198], [-3.842, 1.138, -0.917], [-1.375, 3.253, 1.816], [-4.112, 3.356, 2.010], [-2.262, -3.134, 2.651], [-3.564, -3.637, 0.233], [-3.297, 4.030, 2.911], [-0.983, -1.537, 3.946], [2.121, -0.885, 0.342], [-1.023, -1.354, 1.489], [-1.958, -2.450, 1.457], [0.005, -2.817, -2.631], [2.284, -2.276, 0.378], [1.500, -3.165, -0.550], [-1.923, 4.000, 2.796], [-1.815, -2.664, 3.877], [-0.572, -0.865, 2.785], [3.535, -0.586, 2.231], [-2.123, 2.522, 0.854], [2.306, -2.047, -2.545], [2.565, 1.173, -2.743], [-0.506, -1.219, 4.853], [-0.786, -2.073, -2.843], [-0.489, -3.610, -2.036], [4.353, -2.370, 3.137], [2.141, 3.690, -1.474], [3.084, -1.477, -2.027], [-0.304, 3.165, 1.788], [0.537, -3.501, -0.158], [2.239, 1.004, 1.480], [-0.259, 1.416, -2.092], [2.768, -2.996, -2.773], [1.841, 4.027, -3.170], [2.055, -1.557, -3.468], [-5.342, 1.520, 0.616], [0.720, 2.052, -0.879], [1.337, 1.882, -3.757], [-4.191, -3.446, 1.112], [-3.844, 4.671, 3.600], [3.162, -3.885, 1.573], [-1.385, 4.640, 3.478], [2.118, -4.015, -0.900], [4.290, 4.203, -4.547], [-2.201, -3.138, 4.777], [4.368, 2.475, -2.328], [3.929, 0.153, 2.934], [-2.920, -4.063, 2.652], [3.723, 2.635, -4.589], [0.482, -3.084, -3.609], [-3.287, -4.701, 0.225], [4.315, 4.188, -2.245], [-4.124, -3.429, -0.610], [-5.170, 3.428, 2.137], [-0.003, 0.047, 2.801], [-4.519, 0.727, -1.659]], "forces_ev_per_angstrom": [[-3.9520, 0.5427, 0.5682], [-0.0681, -0.1008, 0.8331], [-1.6428, -0.9896, -0.0003], [-0.3629, -1.6842, -0.2583], [0.5437, -1.0390, -4.2672], [0.9943, 0.3920, -1.3422], [-0.3528, 2.0613, -0.5898], [0.5718, 3.8376, 0.9866], [-0.1365, -0.1438, -0.7655], [0.7512, -1.2536, -0.5060], [-0.6898, 0.2559, -0.8926], [0.6257, -1.3355, 0.7410], [-1.2132, 0.6770, -0.0315], [0.6905, 0.2043, 0.2924], [0.2731, -0.2492, -1.0564], [0.7504, -1.6605, -0.6976], [0.4745, 0.7162, 0.4186], [0.9583, 0.5270, 0.6305], [-1.6015, 0.0211, -0.3691], [1.1697, -1.1581, -1.2916], [1.2307, -0.0476, 0.8843], [-0.9651, -0.8467, -0.7245], [1.5799, -0.3515, 1.5292], [-2.0785, 0.5066, -0.6133], [0.4588, -0.1565, -1.0975], [-0.0405, -0.3846, 0.2404], [-1.3017, -0.3814, 3.6894], [1.9896, 0.1416, 1.3130], [0.5404, 0.3618, 0.6460], [1.1056, -0.2678, 2.2911], [-0.1230, 1.0998, -1.3876], [-0.8057, 0.7983, 0.6701], [0.2362, 0.6019, 0.2547], [-1.3884, -1.7280, -1.3872], [-0.7491, 1.7031, 0.5767], [-0.5220, 0.0413, 1.8678], [0.8009, 0.1763, 0.0042], [0.3957, -0.2302, 0.1962], [-0.3362, 0.1134, 0.6167], [0.5403, -0.0262, 0.2667], [0.3535, 0.1081, -0.8591], [-0.5606, 0.4314, -0.9223], [-0.2498, -0.3416, 0.2667], [-0.2798, 0.1080, 0.0872], [0.4149, -0.0041, -0.1941], [0.2445, -0.0460, 0.3482], [0.7103, -1.3722, -0.5829], [1.1125, 0.1107, 0.1822], [0.1389, -0.5332, -0.3172], [0.5435, -0.5782, 0.6590], [-0.1018, 0.3391, -0.4256], [-0.5669, 0.0758, -0.7149], [0.1565, -0.6306, -1.1042], [0.0587, -0.1569, 1.1129], [0.2341, 0.0989, -0.1691], [0.5387, -0.0735, 0.2460], [-0.0376, 0.3496, -0.0321], [0.5801, -0.2493, 0.0012], [-0.4728, 0.2257, 0.0329], [-0.3382, 0.0423, -0.0190], [0.3849, -0.0125, -0.0831], [-0.5746, 0.0036, 0.9362], [0.2908, -0.6624, 0.1088], [0.9134, 1.4335, -0.0896], [-0.2363, -0.2214, -0.4916], [-0.6965, -0.4389, 0.9456], [0.0038, 0.2285, 0.0916], [0.1742, 0.9847, 0.6110], [-0.9241, 0.5449, -1.8949], [-0.5952, -0.1225, -0.1242], [0.2246, 0.0320, 0.1012], [0.2043, -0.4172, 0.0542]], "e_lumo_ev": [0.32, -0.73], "spin_multiplicity": 4, "s2": 3.81, "gap_ev": [6.571, 5.550]}

Record 4
{"formula": "C2H2N2OS2", "method": "the ωB97M-V functional and the def2-TZVPD basis", "symbols": ["S", "S", "O", "N", "N", "C", "C", "H", "H"], "coordinates": [[-0.942, -1.898, 0.419], [1.591, -0.270, -1.369], [0.398, 1.799, -0.075], [-1.081, 0.683, 1.226], [-0.683, 1.937, 0.918], [0.431, 0.509, -0.493], [-0.665, -0.160, 0.389], [0.041, 2.169, 1.735], [0.154, -2.309, -0.306]], "forces_ev_per_angstrom": [[0.0006, 0.1057, -0.0922], [-1.0432, 1.0150, 0.3485], [0.0511, -1.3434, -1.6030], [-1.4264, -0.3542, 0.4410], [3.2540, 0.6916, 2.2285], [-0.2045, -0.3658, 1.4627], [2.3452, -0.5572, -1.5292], [-2.4268, 0.0134, -1.5643], [-0.5501, 0.7948, 0.3080]], "e_lumo_ev": -0.62, "smiles": "S=c1o[nH]nc1S", "gap_ev": 8.758}

Record 5
{"formula": "C19H55AlBN6O4P2", "method": "the ωB97M-V functional and the def2-TZVPD basis", "symbols": ["P", "P", "Al", "O", "O", "O", "O", "N", "N", "N", "N", "N", "N", "C", "C", "C", "C", "C", "C", "C", "C", "C", "C", "C", "C", "C", "C", "C", "C", "C", "C", "C", "B", "H", "H", "H", "H", "H", "H", "H", "H", "H", "H", "H", "H", "H", "H", "H", "H", "H", "H", "H", "H", "H", "H", "H", "H", "H", "H", "H", "H", "H", "H", "H", "H", "H", "H", "H", "H", "H", "H", "H", "H", "H", "H", "H", "H", "H", "H", "H", "H", "H", "H", "H", "H", "H", "H", "H"], "coordinates": [[-3.380, 0.302, -0.535], [2.075, -2.941, -2.772], [1.574, 2.104, 3.418], [1.905, -0.563, 1.717], [-2.483, 0.059, 0.606], [3.241, 2.472, 2.822], [3.045, -3.639, -1.913], [-4.524, -1.008, -0.440], [-4.134, 1.805, -0.235], [0.952, -2.180, -1.715], [2.909, -1.752, -3.662], [0.954, -3.572, -3.829], [-3.284, 0.284, -2.206], [4.236, 2.935, 3.684], [-5.519, 2.209, -0.276], [-3.215, 2.902, 0.028], [0.246, 3.374, 2.562], [1.451, 3.403, 6.181], [5.289, 0.819, 4.566], [-0.238, -0.652, 3.061], [4.100, -2.226, -4.340], [-5.846, -0.845, 0.148], [-3.881, -2.229, 0.040], [-2.051, 0.708, -2.844], [0.747, -2.967, -0.493], [1.282, -4.801, -4.535], [-4.455, 0.508, -3.007], [0.982, -0.755, -1.394], [1.371, 2.061, 5.433], [2.608, -0.365, -3.947], [0.045, -2.709, -4.534], [5.461, 2.012, 3.627], [1.082, 0.119, 2.630], [-1.986, 1.799, -2.964], [3.437, 0.276, -3.624], [-4.583, 1.570, -3.259], [0.616, 3.747, 1.600], [-0.332, -1.672, 2.669], [0.039, 4.266, 3.170], [0.368, -5.327, -4.824], [-6.594, -0.563, -0.601], [1.851, -5.468, -3.887], [0.443, -2.402, -5.511], [1.523, -2.786, 0.253], [4.587, -3.010, -3.760], [2.477, 3.761, 6.295], [-2.882, -2.333, -0.382], [4.819, -1.411, -4.449], [0.736, -4.034, -0.721], [-4.470, -3.092, -0.280], [6.368, 2.577, 3.870], [-0.896, -3.242, -4.702], [0.563, -0.569, -0.407], [1.723, -0.018, -3.440], [-4.360, -0.055, -3.940], [0.838, 4.172, 5.704], [-1.133, -0.066, 2.840], [-1.959, 0.251, -3.834], [-3.691, 3.645, 0.672], [-0.192, -1.820, -3.953], [1.073, 3.311, 7.210], [4.565, 3.931, 3.343], [-0.724, 2.891, 2.391], [3.905, 3.009, 4.730], [2.462, -0.198, -5.024], [-1.201, 0.386, -2.256], [-3.778, -2.250, 1.130], [2.075, 1.336, 5.860], [-0.219, -2.702, -0.060], [2.817, -0.394, 1.963], [5.170, 1.174, 5.591], [0.365, -0.194, -2.093], [6.122, 0.115, 4.505], [0.368, 1.655, 5.616], [3.885, -2.622, -5.344], [-6.179, -1.798, 0.562], [-2.325, 2.554, 0.553], [-5.875, -0.117, 0.965], [-0.185, -0.715, 4.155], [4.369, 0.296, 4.294], [1.876, -4.626, -5.444], [-5.358, 0.154, -2.513], [-5.816, 2.648, 0.685], [5.548, 1.657, 2.597], [-2.895, 3.409, -0.893], [1.986, -0.327, -1.381], [-6.190, 1.383, -0.468], [-5.701, 2.967, -1.052]], "forces_ev_per_angstrom": [[-4.4903, -0.2559, 1.3074], [-1.0805, 3.9556, 1.7301], [-0.2045, -0.4602, -0.4659], [-0.1820, -0.7624, 0.5642], [2.1220, 0.2649, -1.5007], [-0.1988, -0.0076, 0.7171], [0.1020, -1.8942, -1.2836], [-0.4378, 0.6781, -0.0174], [-0.0320, -0.4836, 0.2712], [0.3243, 0.4264, -0.3942], [-0.0559, -0.1613, 0.3926], [0.7150, -2.1295, 0.0977], [2.4804, -0.5016, 0.0024], [0.4194, -0.0434, -0.8941], [-0.0131, 0.1825, -0.2985], [0.2661, -0.0017, 0.0589], [0.0262, 0.3096, 0.2476], [-0.1055, -0.4235, 0.5641], [-0.1265, 0.1852, -0.2921], [0.0803, 0.0138, -0.1457], [0.1560, -0.2350, -0.0053], [-0.0196, -0.0419, 0.1346], [0.1975, -0.0956, -0.0773], [-0.0426, 0.2701, -0.0775], [-0.0951, -0.3833, -0.0092], [0.1041, -0.0267, -0.0635], [-0.3159, 0.0514, 0.0004], [0.1492, 0.1192, 0.0975], [0.1051, 0.4864, -0.1769], [-0.0780, -0.0408, -0.3957], [-0.1115, 0.2235, -0.0920], [-0.1382, -0.0937, 0.2883], [0.1252, 0.1667, 0.2563], [-0.0296, -0.0109, -0.0786], [0.0066, -0.0297, 0.0079], [-0.0094, 0.0090, 0.0581], [-0.0146, -0.1027, -0.0620], [-0.1132, 0.0501, -0.1232], [0.0108, 0.0065, 0.0068], [-0.0414, 0.0598, 0.0033], [0.0248, 0.0468, 0.0268], [0.0243, 0.0789, 0.0361], [0.0307, 0.0328, 0.0256], [-0.0085, 0.0371, -0.0126], [-0.0690, -0.0176, 0.0082], [-0.0132, 0.1552, -0.2601], [-0.0153, 0.0093, -0.0172], [-0.0446, 0.0433, 0.0273], [-0.0226, 0.0177, -0.0406], [-0.0356, 0.0310, -0.0107], [0.0274, -0.0569, 0.0649], [0.0179, -0.0230, -0.0250], [0.0142, -0.2312, 0.0385], [-0.1216, -0.0429, -0.0562], [0.0410, 0.0252, -0.0082], [0.1624, 0.0799, -0.1139], [-0.0679, -0.1026, -0.0546], [-0.0553, -0.0184, -0.0002], [-0.0508, -0.0406, 0.0083], [0.1033, -0.0296, 0.0959], [-0.0147, 0.0788, 0.0086], [-0.0787, 0.1080, 0.2297], [0.0220, -0.0662, -0.0375], [-0.0298, 0.1140, -0.0014], [0.0266, -0.0337, 0.0061], [-0.0870, 0.0397, 0.1091], [0.0465, 0.0268, -0.0114], [-0.0165, 0.0241, 0.1122], [0.0165, 0.0700, -0.0111], [0.1571, 0.6115, -0.4913], [0.0978, -0.1275, 0.0682], [0.2620, 0.0336, -0.1241], [0.0045, -0.0200, 0.0973], [0.0193, -0.1585, -0.1220], [0.0263, 0.0856, -0.0211], [0.0778, -0.0324, -0.0233], [-0.0068, -0.0428, -0.0339], [-0.0110, -0.0569, 0.0491], [-0.0194, -0.0081, 0.0147], [0.0134, -0.0746, 0.0705], [-0.0667, 0.0018, -0.0356], [0.0623, -0.0148, 0.1067], [0.0267, 0.0031, -0.0050], [0.0647, 0.1094, -0.0469], [-0.0699, 0.0529, 0.0250], [0.0264, -0.0081, 0.0996], [0.0286, 0.0184, -0.1304], [0.0263, -0.0019, 0.0130]], "e_lumo_ev": 2.22, "total_charge": -1, "gap_ev": 5.530}

Record 6
{"formula": "H22O11", "method": "the ωB97M-V functional and the def2-TZVPD basis", "symbols": ["O", "O", "O", "O", "O", "O", "O", "O", "O", "O", "O", "H", "H", "H", "H", "H", "H", "H", "H", "H", "H", "H", "H", "H", "H", "H", "H", "H", "H", "H", "H", "H", "H"], "coordinates": [[29.403, -5.279, 7.202], [28.610, -0.432, 7.354], [30.637, 0.716, 5.803], [32.062, -3.435, 3.145], [31.068, -2.446, 6.457], [30.714, -5.825, 9.463], [31.916, -0.714, 3.704], [28.314, -3.104, 8.122], [30.490, -5.264, 4.589], [28.940, -2.849, 4.992], [30.694, -3.064, 9.100], [28.844, -1.937, 4.655], [29.837, 0.251, 6.064], [29.433, -0.426, 7.846], [30.958, -2.760, 7.331], [32.106, 0.167, 3.408], [30.240, -5.057, 5.500], [31.840, -1.936, 6.405], [29.772, -3.068, 8.859], [29.948, -5.386, 7.985], [32.304, -2.601, 3.581], [30.897, -2.188, 9.313], [30.981, -4.474, 4.321], [30.227, 1.517, 5.525], [28.397, -2.230, 7.759], [30.405, -6.041, 10.354], [31.418, -0.237, 4.371], [28.048, 0.249, 7.638], [28.685, -3.799, 7.565], [30.877, -4.850, 9.459], [31.994, -3.204, 2.246], [29.675, -2.832, 5.608], [28.664, -5.827, 7.439]], "forces_ev_per_angstrom": [[-0.0324, 0.4585, -0.3617], [1.0809, -1.6121, -1.1137], [0.2147, -0.4678, 0.0837], [0.6301, -0.0946, 1.8513], [-1.2546, -0.1345, -1.4053], [0.2383, 0.7113, 0.3560], [-0.1890, 0.7739, 0.2478], [-0.4243, -0.0288, 1.7173], [0.3115, 0.1080, 0.4478], [-1.2095, 0.6989, -0.6663], [1.5523, -1.8177, 0.0275], [0.2074, -0.7819, 0.3465], [-0.2014, -0.8874, 0.2521], [0.0247, 0.3723, 0.3390], [0.2922, -0.7284, 1.7868], [1.5484, 0.5795, -2.0106], [-0.1869, -0.4281, -0.2800], [1.7409, 0.9831, -0.1397], [-2.1344, -0.0643, -0.2123], [0.5647, -0.4793, 0.3770], [-0.2245, -0.2584, -0.2514], [0.7041, 1.9583, 0.8668], [-0.0813, -0.2355, -0.4891], [0.0117, 1.4636, -0.5284], [-0.3181, 0.4049, -1.0114], [0.0553, 0.1255, -0.3128], [-1.2651, -1.2153, 1.8628], [-1.0676, 1.4867, 0.9372], [-0.0412, -0.2578, -0.9491], [0.1272, -0.7248, 0.4772], [-0.2776, 0.3351, -1.6971], [0.3484, 0.2981, -0.2614], [-0.7448, -0.5413, -0.2865]], "e_lumo_ev": -0.47, "smiles": "O.O.O.O.O.O.O.O.O.O.O", "gap_ev": 8.469}